# 1
{"formula": "C19H21NO5S", "method": "ωB97M-V/def2-TZVPD", "e_tot_ha": -1565.18406, "e_lumo_ev": -0.7400, "gap_ev": 7.83, "fmax_ha_per_bohr": 0.28319, "elements": ["C", "H", "O", "C", "C", "C", "C", "C", "C", "H", "C", "N", "C", "O", "C", "C", "C", "C", "C", "C", "O", "H", "H", "H", "H", "H", "C", "C", "H", "H", "S", "O", "O", "C", "C", "H", "H", "H", "H", "H", "H", "H", "H", "H", "H", "H", "H"], "coordinates": [[-1.643536, 2.565729, -4.545655], [-2.028272, 1.851693, -5.433105], [-1.501537, 1.484335, -3.471813], [-1.115780, 2.087979, -2.365621], [-0.880430, 3.431879, -2.275592], [-0.401997, 3.928086, -0.821341], [-0.304376, 3.098876, 0.236856], [-0.493341, 1.470092, -0.143750], [-0.870838, 1.135177, -1.404134], [-1.223212, 0.138562, -1.577881], [-0.216475, 0.429202, 1.110647], [0.842996, -0.483577, 0.602848], [0.385901, -1.738076, 0.165797], [1.422444, -2.452027, -0.075173], [-0.776664, -2.439576, 0.575845], [-1.287632, -2.290645, 1.978856], [-2.610203, -3.082319, 2.252056], [-3.092999, -3.226159, 3.537845], [-4.179989, -4.318598, 3.358251], [-4.153400, -4.392708, 2.087634], [-3.112480, -3.897920, 1.271886], [-4.720974, -4.939418, 1.516260], [-4.818431, -4.514870, 4.151678], [-2.700077, -2.770615, 4.582845], [-0.662227, -2.138399, 2.652191], [-1.283389, -3.029488, -0.071833], [1.860288, 0.263364, 0.358190], [3.199886, -0.620423, 1.303176], [3.073598, -0.227854, 2.337222], [3.156916, -1.500718, 0.999862], [4.610743, 0.343169, 0.604586], [5.727860, -0.437435, 0.304411], [4.683483, 1.613320, 1.402623], [3.737216, 0.933202, -1.140255], [2.421920, 0.259070, -1.057335], [2.606725, -0.926981, -1.210929], [1.726957, 0.610781, -1.740681], [4.421915, 0.660677, -1.616682], [3.780167, 1.953895, -1.042831], [2.071292, 1.278205, 0.921364], [-1.452513, 0.002367, 1.192784], [-0.064150, 1.142305, 2.149411], [0.091504, 3.277091, 1.167024], [-0.216434, 4.971854, -0.660907], [-0.720757, 4.199676, -2.888033], [-2.506250, 3.232654, -4.409616], [-0.783449, 3.064571, -4.868982]], "forces_ev_per_angstrom": [[-3.7, -5.2, -2.1], [1.1, 1.8, 1.7], [-0.7, 2.9, -3.8], [0.7, 1.9, -0.8], [1.6, -1.5, 7.9], [-1.5, -1.8, -2.4], [-0.8, -5.6, -4.3], [0.8, 3.9, 3.3], [-0.1, -0.4, 4.0], [0.3, -0.6, -0.5], [-5.2, 3.1, -0.9], [-11.0, -0.9, 3.1], [8.4, -1.3, 1.7], [-2.7, 0.3, -1.5], [-2.5, 3.0, 7.4], [-5.9, -5.2, -12.3], [5.4, 2.5, 1.9], [-0.1, -1.0, 0.6], [3.6, 5.0, 2.8], [1.0, -1.8, -3.5], [-1.7, 1.7, 4.1], [-3.3, -3.0, -3.0], [-1.3, -1.0, 0.6], [-1.0, -1.0, -3.1], [5.0, 2.5, 6.3], [-1.5, -1.5, -2.0], [10.4, 1.9, 0.9], [0.0, 11.3, 0.9], [0.2, -1.0, -0.7], [-0.2, -8.0, -2.0], [-4.9, 4.4, 0.7], [2.7, -1.7, -0.5], [0.2, -2.5, -1.1], [-7.8, 1.6, 10.2], [1.6, -4.0, 0.7], [-0.6, 2.7, -0.3], [-1.4, 0.6, -1.4], [9.6, -4.7, -8.4], [-0.4, 2.6, 0.3], [-1.6, -1.8, -1.2], [4.3, 0.6, 0.1], [0.2, -2.5, -3.0], [0.6, 0.7, 2.0], [0.1, 0.5, -0.3], [-0.2, 2.3, -3.1], [0.5, -0.1, 0.7], [1.6, 0.5, 0.2]], "mulliken_charge": [-0.963, 0.253, -0.358, 0.701, -1.086, -0.421, -1.274, 0.526, -0.109, 0.460, -0.368, 0.583, 0.990, -0.665, -0.919, -0.875, 0.265, -0.252, -0.527, -0.590, -0.290, 0.597, 0.458, 0.277, 0.731, 0.700, -1.112, -1.242, 0.402, 0.933, 1.152, -0.623, -0.654, -1.630, -0.044, 0.291, 0.382, 0.937, 0.404, 0.299, 0.241, 0.228, 0.489, 0.384, 0.523, 0.393, 0.405]}



# 2
{"formula": "C29H25Br2Cl3MoN6O4Se", "method": "ωB97M-V/def2-TZVPD", "e_tot_ha": -10747.22818, "e_lumo_ev": [-7.6688, -7.7501], "charge": 2, "gap_ev": [5.51, 5.43], "fmax_ha_per_bohr": 0.12002, "elements": ["Mo", "O", "C", "C", "C", "C", "C", "C", "C", "O", "N", "N", "C", "C", "Br", "C", "C", "C", "C", "C", "C", "C", "H", "H", "H", "H", "H", "H", "H", "H", "H", "H", "H", "H", "H", "H", "Br", "C", "C", "N", "C", "C", "C", "C", "O", "O", "H", "H", "H", "Cl", "C", "Cl", "Cl", "C", "N", "C", "N", "C", "C", "N", "C", "C", "Se", "H", "H", "H", "H", "H", "H", "H", "H"], "coordinates": [[0.213900, 0.118000, 0.286700], [4.185200, 0.558000, -1.551400], [4.885000, -0.149500, -0.639500], [6.248700, -0.343400, -0.880300], [7.019600, -1.064100, 0.003200], [6.443800, -1.624300, 1.138100], [5.101300, -1.421100, 1.396100], [4.310700, -0.669300, 0.527700], [2.872400, -0.402200, 0.941500], [2.067200, 0.244300, 0.032000], [2.203600, -1.690900, 1.262100], [1.025900, -1.798600, 0.623500], [0.569400, -2.948400, 0.226600], [-0.534200, -3.046100, -0.653700], [-0.648100, -1.430300, -1.817000], [-1.349200, -4.098500, -0.901600], [-1.363600, -5.366800, -0.224600], [-1.979600, -6.439000, -0.899900], [-1.913400, -7.721200, -0.396700], [-1.251600, -7.969400, 0.798700], [-0.697600, -6.913400, 1.512700], [-0.765200, -5.627000, 1.019700], [3.239600, 0.528000, -1.324300], [6.663400, 0.080200, -1.781000], [8.071700, -1.194900, -0.188900], [7.041200, -2.204400, 1.821800], [4.659100, -1.831300, 2.292100], [2.884800, 0.191600, 1.886000], [2.821100, -2.499900, 1.178800], [1.095200, -3.863500, 0.489900], [-2.041500, -4.009400, -1.728700], [-2.481800, -6.257300, -1.837200], [-2.376300, -8.537100, -0.930700], [-1.188700, -8.974200, 1.187400], [-0.237000, -7.093800, 2.470800], [-0.396600, -4.813900, 1.624300], [-2.035700, -3.546500, 4.515000], [-2.974300, -2.057000, 3.828500], [-4.183600, -1.629400, 4.374500], [-4.828300, -0.586400, 3.903700], [-4.342300, 0.112200, 2.902800], [-3.125900, -0.225100, 2.304000], [-2.434800, -1.337000, 2.777900], [-2.499700, 0.613800, 1.256000], [-2.735700, 1.787900, 1.072000], [-1.575200, 0.013300, 0.544600], [-4.640500, -2.146800, 5.203800], [-4.928300, 0.951900, 2.559300], [-1.478100, -1.626300, 2.348300], [-1.057900, 0.792700, 5.574200], [0.508600, 0.800600, 4.689800], [1.489800, -0.615700, 5.212600], [1.375900, 2.334100, 5.053800], [0.345200, 0.689400, 3.286400], [0.441200, 0.582500, 2.117200], [2.889900, 3.063400, 0.841600], [2.121600, 4.112900, 0.234200], [2.560000, 5.395100, 0.102200], [1.550000, 6.119500, -0.450600], [0.506800, 5.273700, -0.654000], [-0.784700, 5.661200, -1.152700], [0.861900, 4.033800, -0.245900], [-0.353300, 2.580000, -0.303700], [3.779600, 3.499300, 1.292000], [3.201900, 2.329600, 0.096200], [2.303000, 2.563500, 1.618700], [3.540100, 5.697300, 0.408300], [1.512400, 7.162400, -0.698500], [-0.774000, 6.725400, -1.381400], [-1.548700, 5.456300, -0.398800], [-1.029900, 5.097700, -2.053400]], "forces_ev_per_angstrom": [[0.6, -0.5, -3.8], [-0.5, 0.3, -0.3], [0.2, -0.3, 0.5], [-0.4, 0.1, -0.1], [-0.1, 0.0, 0.1], [-0.1, -0.1, 0.1], [0.2, 0.1, -0.1], [-0.3, 0.3, -0.4], [1.4, -0.7, 1.2], [0.2, 0.7, -0.4], [0.7, -0.3, 0.8], [-0.6, -1.4, -0.4], [0.7, 0.5, 0.4], [-0.8, 0.3, -0.8], [0.0, -0.6, 0.1], [0.4, 0.9, -0.1], [-0.1, -0.8, 0.2], [0.2, 0.3, 0.1], [0.0, -0.2, 0.1], [0.0, 0.2, -0.1], [-0.1, 0.0, 0.0], [-0.1, 0.1, -0.2], [0.5, 0.0, -0.2], [0.1, 0.1, -0.1], [0.1, 0.0, 0.0], [0.1, -0.1, 0.1], [0.0, 0.0, 0.2], [0.0, -0.2, -0.5], [-0.2, 0.2, -0.2], [0.0, 0.0, 0.1], [0.0, 0.1, -0.1], [-0.1, 0.0, -0.1], [0.0, 0.0, -0.1], [0.0, -0.1, 0.0], [0.1, 0.0, 0.1], [0.0, 0.1, 0.1], [-0.1, 0.1, 0.0], [0.2, 0.1, -0.1], [0.5, -0.6, 0.0], [-0.8, 0.4, 0.2], [0.5, 0.1, -0.4], [0.3, -0.2, 0.0], [-0.1, -0.1, 0.1], [-2.4, 2.3, 1.5], [-0.3, -1.3, 0.2], [-0.1, -1.0, -0.4], [0.0, -0.1, 0.1], [0.0, 0.1, -0.1], [-0.2, -0.1, 0.1], [0.6, 0.0, -0.8], [0.1, 0.2, 2.8], [-0.3, 0.5, -0.3], [-0.3, -0.6, -0.3], [0.6, -0.2, -4.5], [-0.5, 1.0, 6.1], [0.3, -0.7, 0.2], [-0.9, 0.1, -0.4], [-0.2, 1.0, -0.3], [1.1, 0.2, 0.4], [0.4, -1.1, 0.3], [-0.9, 0.0, -0.3], [0.2, -0.5, 0.3], [0.1, 0.9, -0.6], [-0.1, 0.0, 0.0], [0.0, 0.2, 0.1], [0.1, 0.1, -0.1], [0.2, 0.1, 0.0], [-0.1, 0.1, -0.1], [0.0, -0.1, 0.0], [0.1, 0.1, -0.1], [0.0, 0.1, 0.0]], "mulliken_charge": [-0.248, -0.748, 0.310, -0.773, -0.446, -0.925, -0.609, -0.054, 1.136, -0.485, -0.324, 0.295, -0.401, 0.160, -0.064, -0.678, 0.965, -0.705, -0.647, -0.404, -0.838, -0.128, 0.325, 0.500, 0.423, 0.429, 0.486, 0.205, 0.462, 0.841, 0.352, 0.376, 0.409, 0.411, 0.422, 0.559, -0.130, -0.328, -0.105, -0.525, -0.560, 0.462, 0.149, 0.199, -0.572, -0.142, 0.428, 0.475, 0.516, -0.028, 0.614, -0.051, -0.062, -0.134, 0.228, -0.763, 0.214, -0.369, -0.440, 0.149, -0.874, -0.131, 0.342, 0.302, 0.506, 0.091, 0.468, 0.452, 0.307, 0.374, 0.348]}



# 3
{"formula": "C5H2ClN3", "method": "ωB97M-V/def2-TZVPD", "e_tot_ha": -816.04688, "e_lumo_ev": -1.2546, "gap_ev": 7.36, "fmax_ha_per_bohr": 0.10972, "elements": ["C", "C", "C", "C", "C", "N", "N", "N", "Cl", "H", "H"], "coordinates": [[0.242495, 1.262402, 0.672353], [0.793531, 1.136173, -0.614232], [-0.675491, -1.011800, 0.503616], [-0.441636, 0.191628, 1.215383], [-0.047621, -0.909086, -0.751048], [0.669843, 0.051169, -1.335703], [-0.821999, -3.078970, -1.390417], [-0.369228, -2.066979, -1.281496], [-1.068318, 0.300645, 2.814522], [0.367381, 2.179429, 1.227269], [1.351043, 1.945389, -1.060246]], "forces_ev_per_angstrom": [[-0.3, -0.3, 0.4], [-0.1, -0.2, 0.0], [0.3, 1.0, 0.6], [0.2, -0.1, -0.8], [0.0, 3.0, 3.1], [0.2, -0.3, -0.9], [1.1, 1.5, -0.7], [-1.5, -5.0, -2.1], [-0.1, 0.2, 0.4], [0.0, 0.1, 0.0], [0.1, 0.1, 0.0]], "mulliken_charge": [-0.421, -0.257, -0.759, 0.392, 0.782, -0.578, -0.448, 0.662, -0.182, 0.389, 0.420]}



# 4
{"formula": "C4H7N5O2", "method": "ωB97M-V/def2-TZVPD", "e_tot_ha": -580.16662, "e_lumo_ev": [-9.8988, -9.8989], "charge": 2, "gap_ev": [7.95, 7.95], "fmax_ha_per_bohr": 0.06257, "elements": ["C", "C", "C", "C", "N", "N", "N", "N", "N", "O", "O", "H", "H", "H", "H", "H", "H", "H"], "coordinates": [[0.418743, -1.017096, -0.514581], [2.687607, -1.320159, -0.266530], [-1.116867, 0.577174, -0.267448], [0.581327, -0.434516, 0.814673], [1.459214, -1.643252, -0.999553], [2.400597, -0.190791, 0.492987], [-0.649738, -0.425990, -1.096396], [-0.359291, 0.598969, 0.843223], [-2.125332, 1.352182, -0.545093], [3.729146, -1.840746, -0.418765], [3.163544, 0.212262, 1.462065], [0.668279, -1.030524, 1.720429], [1.531537, -2.137430, -1.889841], [-1.008800, -0.623012, -2.026647], [-0.483334, 1.232475, 1.626987], [-2.672149, 1.257785, -1.396018], [-2.421796, 2.095796, 0.081923], [3.684086, -0.486098, 1.930965]], "forces_ev_per_angstrom": [[0.5, 0.2, 0.3], [0.4, -0.1, 0.2], [0.0, 0.2, 0.3], [2.6, -0.3, -0.1], [-0.6, 0.0, 0.1], [-3.2, 0.3, -0.5], [-0.2, -0.3, -0.3], [-0.1, 0.4, -0.3], [-0.1, 0.0, -0.1], [0.1, -0.3, 0.0], [0.9, 0.3, 1.0], [-0.1, -0.2, -0.2], [0.0, 0.1, 0.0], [0.1, 0.1, 0.0], [-0.1, -0.1, -0.1], [0.1, -0.1, 0.1], [0.1, -0.1, 0.0], [-0.5, -0.1, -0.4]], "mulliken_charge": [0.389, 0.214, 0.348, 0.014, -0.002, 0.002, -0.057, -0.058, -0.278, -0.354, -0.302, 0.356, 0.293, 0.263, 0.254, 0.252, 0.263, 0.402]}